No. 1
The following is a quantum chemistry calculation of a cluster of 3 separate species, C27H60N3O2P2S in total, from OMol25.

Properties
Orbital gap = 8.14 eV
Energy above the lowest of the compared OMol25 structures with the same formula, charge and spin = 0.000 eV
Lowest unoccupied orbital energy = -3.58 eV
HOMO = -11.7 eV
Total charge = +1

Each line ends with the Löwdin charge.
Positions of all 95 atoms, in Å:
C  6.103  -2.721  2.401  0.024
C  5.114  -1.729  2.932  -0.506
O  4.384  -1.969  3.900  0.066
O  5.069  -0.574  2.235  -0.001
C  4.344  0.479  2.862  -0.171
C  4.193  1.633  1.874  -0.159
C  2.743  2.053  1.710  -0.208
C  2.167  2.831  2.916  -0.161
C  0.894  2.207  3.514  -0.201
C  -0.373  3.044  3.346  -0.185
C  -1.074  2.844  1.990  -0.166
C  -2.233  1.818  2.037  -0.127
C  -2.030  0.610  1.130  -0.286
N  -3.006  -0.454  1.534  0.125
C  -2.345  -0.994  2.620  -0.415
N  -2.996  -1.467  3.651  -0.039
P  -2.181  -2.047  5.101  0.316
S  -3.436  -2.516  6.461  0.224
N  -0.985  -0.898  2.562  0.092
C  -0.711  -0.116  1.331  -0.410
P  -0.227  -1.376  0.013  0.933
C  -0.484  -0.583  -1.627  -0.259
C  1.599  -1.439  0.254  -0.260
H  5.596  -3.382  1.706  0.091
H  6.951  -2.255  1.916  0.087
H  6.450  -3.330  3.224  0.090
H  3.358  0.154  3.181  0.113
H  4.877  0.799  3.753  0.136
H  4.577  1.295  0.915  0.117
H  4.789  2.496  2.155  0.119
H  2.684  2.695  0.833  0.098
H  2.137  1.180  1.469  0.069
H  1.974  3.850  2.600  0.110
H  2.927  2.872  3.690  0.110
H  1.063  2.090  4.582  0.110
H  0.738  1.204  3.132  0.072
H  -1.047  2.801  4.164  0.106
H  -0.147  4.099  3.454  0.111
H  -0.368  2.587  1.206  0.100
H  -1.534  3.793  1.739  0.106
H  -3.169  2.290  1.762  0.123
H  -2.359  1.523  3.078  0.108
H  -2.233  0.915  0.111  0.146
H  -3.199  -1.137  0.811  0.151
H  -4.006  -1.464  3.627  0.132
H  -1.352  -3.068  4.612  -0.008
H  -1.320  -0.988  5.415  -0.005
H  -0.512  -1.799  2.572  0.126
H  0.117  0.579  1.401  0.073
H  0.302  -0.950  -2.278  0.048
H  -0.432  0.498  -1.543  0.023
H  -1.426  -0.904  -2.052  0.034
H  1.778  -1.376  1.324  0.031
H  2.001  -2.355  -0.151  0.033
H  2.054  -0.562  -0.200  0.044
C  -3.141  5.605  -3.764  -0.104
C  -2.637  4.348  -3.061  -0.270
C  -2.086  4.615  -1.661  -0.238
C  -0.868  5.537  -1.601  -0.222
C  0.334  5.057  -2.412  -0.256
C  0.886  3.715  -1.935  -0.108
H  -2.342  6.332  -3.915  0.068
H  -3.549  5.361  -4.744  0.073
H  -3.930  6.085  -3.183  0.077
H  -1.877  3.862  -3.680  0.098
H  -3.463  3.636  -2.978  0.103
H  -1.834  3.657  -1.190  0.080
H  -2.882  5.051  -1.048  0.111
H  -0.567  5.646  -0.554  0.105
H  -1.150  6.537  -1.936  0.106
H  1.123  5.808  -2.338  0.109
H  0.076  4.990  -3.471  0.103
H  1.188  3.771  -0.885  0.056
H  1.762  3.428  -2.518  0.075
H  0.147  2.916  -2.037  0.047
C  -1.281  -5.132  -5.811  -0.110
C  -0.741  -6.136  -4.796  -0.268
C  -1.697  -6.399  -3.633  -0.226
C  -2.012  -5.176  -2.772  -0.228
C  -0.793  -4.495  -2.151  -0.287
C  -0.017  -5.393  -1.192  -0.106
H  -1.446  -4.150  -5.363  0.061
H  -0.578  -5.000  -6.635  0.071
H  -2.228  -5.475  -6.232  0.077
H  0.227  -5.793  -4.421  0.097
H  -0.550  -7.083  -5.305  0.107
H  -1.280  -7.192  -3.005  0.102
H  -2.637  -6.795  -4.028  0.112
H  -2.693  -5.482  -1.971  0.109
H  -2.562  -4.442  -3.368  0.100
H  -1.132  -3.612  -1.601  0.047
H  -0.123  -4.132  -2.936  0.099
H  -0.658  -5.736  -0.377  0.076
H  0.823  -4.853  -0.749  0.054
H  0.389  -6.269  -1.697  0.070

No. 2
The following is a quantum chemistry calculation of a structure of composition C27H62N10O5Ti, from OMol25.

Properties
Orbital gap (alpha / beta) = 8.48 / 4.53 eV
Energy above the lowest of the compared OMol25 structures with the same formula, charge and spin = 1.121 eV
Lowest unoccupied orbital energy (alpha / beta) = -7.08 / -11.04 eV
HOMO (alpha / beta) = -15.6 / -15.6 eV
Total charge = +3
Multiplicity = 2

Each line ends with the natural charge from an NBO analysis.
Positions of all 105 atoms, in Å:
Ti  0.425  -0.664  0.359  2.055
C  3.480  1.811  2.288  -0.392
N  3.274  0.364  2.312  -0.463
C  3.584  -0.289  3.585  -0.419
C  3.385  -0.293  1.098  0.731
N  2.397  -0.212  0.182  -0.825
C  2.794  -0.217  -1.226  -0.240
C  1.658  0.277  -2.120  -0.221
N  0.319  -0.295  -1.822  -0.577
C  -0.662  0.518  -2.622  -0.204
C  -0.935  1.985  -2.238  -0.284
N  -2.114  2.140  -1.410  -0.338
C  -2.982  3.021  -1.670  0.535
N  -2.941  3.959  -2.702  -0.295
C  -1.986  5.054  -2.652  -0.432
C  -4.142  4.229  -3.476  -0.437
N  -4.110  3.129  -0.810  -0.189
C  -4.192  4.378  -0.067  -0.447
C  -5.384  2.538  -1.176  -0.449
C  0.199  -1.667  -2.401  -0.225
C  0.872  -2.767  -1.589  -0.228
N  0.600  -2.611  -0.160  -0.858
C  0.241  -3.726  0.526  0.700
N  0.728  -3.948  1.753  -0.371
C  -0.054  -4.585  2.807  -0.416
C  2.089  -3.590  2.125  -0.398
N  -0.555  -4.670  -0.011  -0.399
C  -1.636  -4.370  -0.935  -0.421
C  -0.443  -6.084  0.332  -0.413
N  4.543  -0.901  0.852  -0.370
C  4.723  -1.965  -0.133  -0.416
C  5.769  -0.588  1.582  -0.417
H  4.434  2.067  2.758  0.211
H  2.699  2.338  2.837  0.201
H  3.504  2.168  1.262  0.207
H  2.788  -0.972  3.859  0.232
H  3.630  0.477  4.355  0.233
H  4.529  -0.838  3.583  0.199
H  3.122  -1.189  -1.587  0.207
H  3.642  0.462  -1.358  0.228
H  1.924  0.062  -3.161  0.221
H  1.595  1.357  -2.014  0.222
H  -1.618  0.003  -2.630  0.228
H  -0.290  0.525  -3.652  0.217
H  -1.039  2.548  -3.169  0.212
H  -0.089  2.388  -1.680  0.249
H  -1.116  4.787  -2.055  0.220
H  -2.448  5.950  -2.220  0.235
H  -1.667  5.304  -3.664  0.253
H  -4.694  3.309  -3.649  0.230
H  -3.837  4.628  -4.443  0.259
H  -4.791  4.976  -3.003  0.222
H  -4.804  4.221  0.821  0.259
H  -4.654  5.188  -0.646  0.233
H  -3.194  4.683  0.243  0.228
H  -6.046  3.268  -1.657  0.245
H  -5.888  2.190  -0.271  0.259
H  -5.237  1.693  -1.845  0.232
H  0.594  -1.680  -3.423  0.222
H  -0.862  -1.904  -2.463  0.222
H  1.954  -2.762  -1.740  0.200
H  0.528  -3.727  -1.976  0.237
H  0.401  -5.518  3.143  0.219
H  -1.068  -4.775  2.467  0.215
H  -0.098  -3.895  3.650  0.243
H  2.434  -2.761  1.517  0.213
H  2.746  -4.453  1.987  0.212
H  2.109  -3.299  3.172  0.241
H  -1.744  -3.296  -1.033  0.222
H  -2.569  -4.780  -0.542  0.226
H  -1.465  -4.827  -1.912  0.214
H  0.482  -6.277  0.866  0.227
H  -0.426  -6.658  -0.596  0.227
H  -1.287  -6.433  0.928  0.218
H  3.785  -2.482  -0.319  0.212
H  5.429  -2.689  0.271  0.241
H  5.139  -1.583  -1.066  0.224
H  6.047  -1.403  2.253  0.225
H  5.673  0.329  2.151  0.229
H  6.577  -0.460  0.862  0.235
C  -3.238  -0.989  -0.707  -0.260
O  -2.094  -1.320  0.083  -0.573
C  -2.372  -1.143  1.476  -0.096
C  -2.265  0.325  1.838  -0.081
O  -1.075  0.861  1.235  -0.610
C  -0.432  1.851  2.060  -0.074
C  0.062  2.985  1.190  -0.080
O  1.042  2.512  0.296  -0.542
C  1.803  3.570  -0.275  -0.260
H  -4.134  -1.421  -0.256  0.206
H  -3.108  -1.434  -1.693  0.197
H  -3.349  0.088  -0.791  0.191
H  -1.638  -1.728  2.033  0.243
H  -3.371  -1.515  1.718  0.211
H  -2.225  0.416  2.924  0.232
H  -3.116  0.894  1.450  0.190
H  0.383  1.374  2.611  0.227
H  -1.145  2.277  2.768  0.217
H  0.468  3.777  1.829  0.208
H  -0.787  3.398  0.627  0.167
H  2.254  4.192  0.503  0.205
H  1.184  4.213  -0.911  0.173
H  2.591  3.120  -0.876  0.200
O  0.520  -1.030  1.931  -0.580
O  0.263  -1.496  3.140  -0.454

no.,E (Ha)
1,-2460.18461
2,-2838.15847